Record 1
84
Properties=species:S:1:pos:R:3:forces:R:3 method="wB97M-V/def2-TZVPD" relative_energy_ev=6.9500 total_charge=0 smiles=OCCO.OCCO.OCCO.CO.CO.CO.CO.CO.CO.CO.CO.CO homo_ev=-9.381 energy_ha=-1732.1866 orbital_gap_ev=9.58 lumo_energy_ha=0.0074
O -0.619289 -17.053567 -10.171394 -0.2698 -0.3232 0.4931
C -1.709264 -17.130054 -9.247408 0.4291 -0.6885 0.4102
C -1.481020 -18.098457 -8.053499 0.4764 -0.5306 0.4260
O -0.253083 -17.930281 -7.325338 -0.0306 0.6239 -1.0017
H 0.184256 -16.863329 -9.681777 0.1987 0.1957 0.2111
H -1.992346 -16.137827 -8.896053 0.0261 0.1352 0.0753
H -2.513957 -17.543845 -9.855159 -0.2641 0.1012 0.2317
H -1.473925 -19.134694 -8.391522 -0.1063 -0.0769 -0.5385
H -2.231936 -18.088229 -7.263491 -0.8409 0.4930 -0.6476
H -0.484676 -18.006876 -6.396841 0.5072 0.0519 0.3662
O -0.056758 -18.133812 -4.511759 -1.6073 -0.1006 -0.9524
C 0.998290 -18.215315 -3.639707 2.1199 0.4137 -0.1605
C 2.305975 -18.572211 -4.335203 -0.0751 -2.3155 0.0191
O 2.345427 -19.997431 -4.681976 0.6056 0.7065 0.9424
H -0.698060 -17.706638 -3.939181 -0.9001 0.3471 -0.4220
H 1.122101 -17.223818 -3.204163 0.2222 0.0696 0.5234
H 0.764430 -18.966190 -2.884983 0.4657 -0.0494 0.3191
H 3.097070 -18.432907 -3.598407 0.0779 -0.1760 0.0534
H 2.648351 -18.063721 -5.236488 -0.7834 0.6899 0.1501
H 1.591593 -20.308587 -5.188451 -0.1567 0.5170 -0.3990
O 2.676747 -15.794319 -8.645335 -0.8111 0.0347 0.0489
C 2.809920 -17.083659 -8.068074 1.8210 0.5407 -0.7835
C 4.228820 -17.605322 -8.394518 1.8354 -0.0370 0.7736
O 5.347743 -16.643967 -8.075751 -1.8796 0.1460 0.2161
H 3.471207 -15.281873 -8.478573 0.2126 -0.0710 0.1443
H 2.672400 -17.107665 -6.987052 -0.0168 0.3751 0.0610
H 2.021208 -17.710207 -8.484562 0.2746 -0.1648 -0.0753
H 4.493996 -17.849130 -9.423273 -1.0617 -0.2877 -0.1729
H 4.450134 -18.440082 -7.729456 -0.3497 -0.4651 -0.2609
H 6.168656 -17.133689 -8.164541 -0.0978 -0.0933 -0.0280
C -2.025752 -15.357385 -4.523122 0.8569 0.1935 -0.2555
O -1.520419 -15.939937 -3.322286 -0.3166 -0.6186 0.0047
H -3.018934 -14.918439 -4.428242 0.0450 -0.0263 0.1383
H -1.291710 -14.635469 -4.881069 -0.2345 0.4214 -0.0316
H -2.030750 -16.115039 -5.306721 -0.2647 -0.2433 0.2746
H -1.454206 -15.303040 -2.607042 -0.0899 0.1689 -0.1908
C -2.076941 -20.810937 -11.050640 0.5362 1.1425 0.8229
O -2.831768 -21.962035 -10.931372 -0.7916 -1.3637 -0.4493
H -1.249037 -20.845049 -11.758819 -0.1068 -0.1634 -0.2575
H -2.744662 -19.986291 -11.300061 0.0721 -0.0357 -0.1320
H -1.663246 -20.613754 -10.061656 0.3589 0.5404 0.0502
H -2.233329 -22.704488 -10.820781 -0.0888 -0.1103 -0.0043
C -4.466766 -21.323074 -7.440510 -0.7155 0.7176 0.6560
O -4.387105 -19.973488 -6.777801 0.2906 -1.4378 -1.5917
H -4.169245 -21.291531 -8.488645 0.6116 0.7387 0.2436
H -3.916090 -22.117865 -6.937345 0.3674 0.4319 0.2467
H -5.482224 -21.706429 -7.540355 -0.3816 0.4207 0.5181
H -4.667013 -19.958399 -5.859646 -0.1319 -0.7930 0.0084
C -0.298701 -17.983558 -13.339047 0.6383 0.1142 0.3690
O 0.574881 -17.965484 -14.457526 0.3339 0.1931 -0.2724
H 0.236693 -17.915675 -12.392020 0.1700 -0.4584 0.0507
H -0.907076 -17.080662 -13.286555 -0.5339 -0.2507 -0.4764
H -0.826293 -18.934541 -13.412366 -0.5168 0.3400 0.3235
H 1.473626 -17.806297 -14.160019 -0.0955 0.0639 -0.0186
C -4.575689 -13.680894 -9.262831 -1.5468 0.7138 -0.1829
O -4.490595 -13.028772 -10.528779 0.6940 -0.2161 -0.2538
H -5.283636 -14.504459 -9.355829 0.4061 -0.5434 0.1122
H -3.604845 -13.977296 -8.865720 -0.1200 0.0685 -0.2674
H -5.096124 -12.975816 -8.614665 0.4501 -0.0808 0.6883
H -5.211493 -12.399789 -10.608047 0.0915 -0.0391 -0.0007
C -0.207157 -21.930093 -6.297585 -1.0095 -1.0911 -0.1961
O 0.969376 -21.459941 -6.876718 1.1203 0.6085 0.5606
H -1.021034 -21.240872 -6.522714 -0.4349 -0.3837 -0.1751
H -0.306695 -22.958691 -6.644236 -0.9929 -0.0585 -0.4440
H -0.254086 -22.112674 -5.224014 1.0650 0.7995 0.2821
H 0.816246 -21.435539 -7.824118 0.1148 0.1431 0.0295
C -0.804263 -13.544201 -10.314899 1.2669 0.6976 -2.1752
O -1.685462 -12.851929 -11.259286 0.4919 -0.6404 1.4737
H -1.088948 -13.859520 -9.311098 -0.7647 0.2940 -0.2069
H -0.353628 -14.372057 -10.862339 -0.4964 -0.6059 0.2485
H 0.073478 -12.900836 -10.253680 -0.1081 0.3611 0.6087
H -2.599726 -12.942418 -10.980822 -0.3558 -0.0181 -0.0213
C -5.662330 -18.016290 -9.324461 -0.9099 -0.2772 -0.2450
O -6.802601 -17.773989 -8.529787 -0.9649 -0.3140 1.0117
H -5.032775 -17.127373 -9.364364 0.2481 -0.3479 -0.3384
H -5.166452 -18.915297 -8.958419 0.4520 0.3536 0.4316
H -6.094497 -18.357745 -10.265063 0.5855 0.5453 -0.6505
H -6.934981 -16.868487 -8.239710 0.5833 -0.0011 -0.2548
C -5.478690 -16.419613 -5.360630 -0.6130 -2.9836 -0.6986
O -4.777910 -16.838636 -6.525669 1.6041 1.9795 -1.0574
H -5.829863 -15.389124 -5.307165 0.6392 0.0001 -0.3829
H -6.326303 -17.089090 -5.507082 -0.9712 0.4860 1.2809
H -4.902985 -16.787579 -4.511358 -0.1988 0.6759 0.5144
H -4.873015 -17.772977 -6.724575 -0.3602 -0.1726 0.2594

Record 2
78
Properties=species:S:1:pos:R:3:forces:R:3 method="wB97M-V/def2-TZVPD" relative_energy_ev=0.0015 total_charge=+2 multiplicity=3 homo_ev="-12.583 / -12.928" energy_ha=-8988.3622 orbital_gap_ev="7.43 / 6.06" lumo_energy_ha="-0.1893 / -0.2525"
Pd -0.213756 0.437856 -0.609848 0.6308 -0.3154 -0.2102
C -0.446931 0.857018 3.268270 -0.0610 0.0649 0.0140
As 0.609759 0.254171 1.757811 -0.1539 -0.0168 -0.0564
C 2.254323 1.226449 2.035901 0.0679 0.0448 -0.0149
C 1.220644 -1.535296 2.224667 -0.0670 -0.1205 -0.0651
C 0.275557 -2.745839 2.103380 -0.0854 0.0249 0.0515
C 1.048182 -3.952899 2.655072 0.0100 -0.0202 0.0056
C -0.065884 -3.097777 0.641613 0.0893 0.0619 0.1211
As -1.181290 -1.894324 -0.399366 0.0994 0.0457 -0.1660
C -2.989872 -2.237307 0.191923 -0.0943 0.0435 0.0088
C -1.179088 -2.802086 -2.106813 0.0121 0.0080 -0.0279
C -1.018142 -2.539203 2.908499 0.1033 -0.0323 -0.1105
As -0.816779 -2.376282 4.876002 0.0218 0.0078 0.0797
C -1.070403 -4.250619 5.358232 -0.0028 -0.0566 0.0347
C -2.667918 -1.817356 5.175352 -0.0270 0.0395 -0.0257
H -1.508302 0.861620 3.030216 -0.0190 -0.0252 0.0095
H -0.131833 1.866881 3.526575 -0.0295 0.0341 0.0116
H -0.262651 0.200485 4.116929 0.0172 0.0388 0.0600
H 2.534908 1.153027 3.085750 0.0560 0.0134 -0.0025
H 2.114886 2.271728 1.766586 0.0092 0.0248 0.0233
H 3.035416 0.793958 1.413374 0.0159 -0.0076 0.0021
H 1.554946 -1.442960 3.260504 0.0088 -0.0311 0.0361
H 2.107572 -1.693663 1.607122 0.0194 -0.0279 0.0021
H 1.936557 -4.154288 2.052679 -0.0159 -0.0015 0.0060
H 0.422945 -4.848049 2.650817 0.0099 0.0124 0.0005
H 1.377004 -3.773139 3.679978 0.0037 0.0075 -0.0013
H -0.603010 -4.049388 0.626855 0.0309 -0.0534 -0.0036
H 0.846477 -3.230389 0.054403 0.0328 -0.0154 0.0170
H -3.057194 -3.281217 0.493903 -0.0515 -0.0111 0.0027
H -3.661080 -2.056183 -0.645408 -0.0284 0.0060 0.0065
H -3.270543 -1.598002 1.024235 -0.0074 0.0026 0.0216
H -1.456121 -3.845904 -1.965421 0.0017 -0.0179 -0.0229
H -0.186857 -2.736887 -2.548976 0.0074 -0.0206 -0.0011
H -1.900058 -2.322413 -2.766847 -0.0090 0.0011 -0.0111
H -1.703739 -3.372309 2.726570 -0.0026 0.0067 -0.0258
H -1.532059 -1.628309 2.581560 -0.0041 0.0193 -0.0145
H -0.135647 -4.800495 5.277310 -0.0088 -0.0198 0.0106
H -1.830118 -4.724594 4.736024 -0.0044 0.0176 0.0052
H -1.396886 -4.281703 6.397134 0.0176 -0.0260 0.0037
H -2.788069 -0.763132 4.925093 -0.0172 -0.0090 0.0098
H -2.910106 -1.947434 6.228862 0.0067 0.0209 0.0010
H -3.359962 -2.413452 4.579201 0.0053 -0.0096 0.0121
C 5.266442 -0.075175 -3.386682 -0.0419 -0.0308 0.0167
N 4.108230 -0.666002 -2.721462 0.0116 -0.0295 0.0261
C 3.189010 0.018801 -2.060750 -0.0746 0.3293 0.0741
N 3.260138 1.356344 -2.060174 -0.0647 -0.0668 0.1107
S 1.934013 -0.815018 -1.235327 0.0078 -0.1154 -0.0274
H 5.890002 -0.878530 -3.765082 -0.0044 -0.0012 -0.0054
H 5.860898 0.513473 -2.686371 0.0021 -0.0112 0.0133
H 4.958953 0.547197 -4.228113 -0.0053 -0.0025 0.0050
H 4.012907 -1.668750 -2.702574 0.0098 -0.0126 -0.0257
H 4.055848 1.844963 -2.438800 0.0128 -0.0175 -0.0159
H 2.658222 1.857556 -1.426640 -0.0404 0.0041 0.0344
F -2.399980 6.346189 -2.570333 0.0252 0.0351 0.0202
C -1.473439 6.571595 -1.626177 0.0540 -0.0089 0.0475
F -0.587852 7.444622 -2.115451 -0.0545 -0.0116 -0.0003
F -2.075238 7.120283 -0.571075 0.0205 -0.0008 -0.0536
C -0.790200 5.268744 -1.266086 -0.0785 0.0485 -0.0571
C -0.103912 4.574631 -2.250894 0.0666 0.0519 -0.0131
C 0.457652 3.359471 -1.921149 0.0488 -0.0805 -0.0133
N 0.354832 2.800077 -0.705183 -0.1506 0.1845 -0.2173
C -0.283234 3.504142 0.234559 0.1255 -0.0251 0.0933
C -0.859066 4.742782 0.007843 -0.0086 -0.0011 0.0696
H -0.004436 4.973766 -3.251790 -0.0047 -0.0113 0.0114
H 1.008645 2.796831 -2.665758 -0.0878 -0.0173 -0.0127
H -0.343983 3.054155 1.218432 -0.0268 -0.0411 0.0006
H -1.360721 5.271054 0.806258 -0.0129 -0.0239 -0.0076
I -2.999937 1.375281 -1.244236 -0.2346 0.1587 0.1955
C -1.947199 1.195358 -3.035717 0.0420 -0.0371 0.0093
C -2.493089 1.618593 -4.231290 0.0529 -0.0365 -0.0881
C -1.706777 1.471034 -5.364774 -0.0445 0.0215 -0.0356
C -0.440569 0.914335 -5.249604 0.0280 -0.0140 -0.0127
C 0.004089 0.518901 -4.002082 -0.0588 -0.0672 0.0880
N -0.740887 0.661406 -2.898275 -0.1286 0.1253 -0.0565
H -3.486483 2.041443 -4.277771 0.0154 0.0006 0.0075
H -2.086285 1.784312 -6.328787 0.0172 0.0007 0.0090
H 0.193475 0.784157 -6.115386 -0.0175 -0.0114 0.0036
H 0.975029 0.061722 -3.859010 0.0121 0.0069 0.0093